(1)
ORCA calculation (ωB97M-V/def2-TZVPD) on a cluster of 14 separate species, C27H56BBr2Cl26FO8P3S in total in a non-equilibrium geometry.

Results
spin multiplicity = 1
energy above the lowest of the compared OMol25 structures with the same formula, charge and spin = 208.1 kcal per mole
lowest unoccupied orbital energy = 1.72 eV
Kohn-Sham gap = 6.798 eV
total charge = -1

```
125
C27H56BBr2Cl26FO8P3S | OMol25 | ωB97M-V/def2-TZVPD
C -5.467 5.064 -2.872
O -4.137 4.470 -3.080
C -4.199 2.974 -2.982
C -3.828 2.559 -1.403
C -2.417 1.706 -1.427
C -1.742 1.525 0.095
C -1.513 3.036 0.667
C -0.954 4.130 -0.468
F -0.463 3.139 1.746
O -0.337 1.209 -0.342
B 0.274 0.106 0.441
P 1.755 0.759 1.537
P 2.412 -1.007 2.719
O 3.099 -0.375 4.033
O 1.040 -1.914 3.289
O 3.651 -1.942 1.938
P 0.970 -1.027 -0.925
O 0.374 -0.384 -2.471
O 0.655 -2.733 -0.723
S 2.943 -0.921 -1.135
O -0.859 -0.298 1.291
C -2.220 0.291 1.047
C -2.920 0.418 2.478
C -2.415 1.327 3.690
C -2.936 2.919 3.691
Br -0.514 1.105 4.310
C -3.274 -0.842 0.389
C -2.589 -2.222 -0.120
C -3.723 -3.428 0.157
Br -2.365 -2.281 -2.148
H -5.979 4.787 -1.857
H -5.330 6.250 -2.854
H -6.171 4.804 -3.797
H -5.239 2.541 -3.298
H -3.294 2.594 -3.645
H -4.720 1.947 -0.898
H -3.780 3.576 -0.829
H -2.706 0.648 -1.905
H -1.625 2.126 -2.217
H -2.555 3.454 0.992
H -0.597 5.087 0.148
H -1.756 4.415 -1.268
H 0.041 3.713 -0.976
H 2.828 1.262 0.718
H 0.720 -2.488 2.530
H 4.108 -2.463 2.664
H 1.022 -0.736 -3.168
H 1.507 -3.278 -0.724
H -2.959 -0.689 2.938
H -4.071 0.688 2.297
H -3.016 0.905 4.643
H -2.055 3.688 3.670
H -3.711 3.089 2.799
H -3.565 3.171 4.674
H -4.104 -1.178 1.183
H -3.952 -0.370 -0.472
H -1.650 -2.600 0.458
H -3.121 -4.458 0.139
H -4.490 -3.451 -0.726
H -4.200 -3.357 1.226
C 3.106 -4.667 4.199
Cl 2.663 -6.378 4.176
Cl 4.781 -4.436 3.682
H 2.446 -4.120 3.522
H 2.991 -4.283 5.216
C -0.043 -0.868 -6.161
Cl -0.654 -2.481 -5.775
Cl 1.692 -0.753 -5.846
H -0.228 -0.660 -7.217
H -0.566 -0.133 -5.544
C 1.870 3.194 -4.832
Cl 1.402 1.960 -3.657
Cl 2.627 4.578 -4.034
H 2.581 2.760 -5.540
H 0.979 3.534 -5.366
C -1.808 -3.327 4.289
Cl -2.504 -3.870 2.758
Cl -2.757 -2.010 4.988
H -1.792 -4.166 4.990
H -0.788 -2.976 4.111
C 5.470 -0.600 6.605
Cl 4.859 -2.214 6.990
Cl 7.205 -0.485 6.920
H 5.285 -0.393 5.548
H 4.947 0.135 7.222
C 6.052 5.722 -3.669
Cl 6.325 4.468 -4.884
Cl 6.930 7.202 -4.073
H 4.983 5.945 -3.621
H 6.396 5.358 -2.698
C -0.697 -6.560 -5.425
Cl -1.393 -7.103 -6.957
Cl -1.646 -5.242 -4.726
H -0.681 -7.398 -4.724
H 0.323 -6.209 -5.603
C 9.637 -3.414 8.119
Cl 9.194 -5.126 8.096
Cl 11.312 -3.184 7.603
H 8.977 -2.867 7.442
H 9.522 -3.031 9.136
C -0.764 3.159 7.550
Cl -0.889 2.759 9.267
Cl -2.177 4.071 7.005
H 0.132 3.762 7.390
H -0.694 2.233 6.973
C -3.783 -9.961 -8.193
Cl -5.080 -11.042 -8.717
Cl -3.457 -8.722 -9.411
H -4.079 -9.475 -7.261
H -2.875 -10.548 -8.031
C -7.457 0.648 -4.095
Cl -6.377 -0.070 -2.893
Cl -6.539 1.427 -5.389
H -8.082 -0.137 -4.525
H -8.087 1.395 -3.606
C 2.709 5.835 0.207
Cl 2.266 4.124 0.184
Cl 4.383 6.066 -0.310
H 2.049 6.382 -0.471
H 2.594 6.219 1.224
C 6.787 0.928 -1.543
Cl 6.091 0.385 -3.074
Cl 5.838 2.246 -0.844
H 6.803 0.090 -0.842
H 7.807 1.279 -1.721
```

Löwdin population analysis, charges in e, atoms 1 to 5:
1. C -0.143
2. O -0.280
3. C -0.186
4. C -0.159
5. C -0.100


(2)
ORCA calculation (ωB97M-V/def2-TZVPD) on a cluster of 3 separate species, C27H56ClF3N6O6P3 in total in a non-equilibrium geometry.

Results
spin multiplicity = 1
energy above the lowest of the compared OMol25 structures with the same formula, charge and spin = 0.0 kcal per mole
lowest unoccupied orbital energy = 1.80 eV
Kohn-Sham gap = 6.251 eV
total charge = -1

```
102
C27H56ClF3N6O6P3 | OMol25 | ωB97M-V/def2-TZVPD
O 5.338 -0.934 1.179
C 6.023 -1.830 0.821
Cl 7.021 -2.691 2.076
C 6.203 -2.342 -0.578
C 5.042 -3.190 -1.111
C 3.614 -2.826 -0.709
O 2.846 -3.826 -1.295
P 3.567 -5.349 -0.817
C 1.923 -6.304 -0.672
C 0.851 -6.145 -1.773
C -0.366 -5.289 -1.364
C -0.271 -3.811 -1.684
C 0.233 -3.355 -2.894
C 0.357 -2.005 -3.181
C -0.027 -1.073 -2.226
C -0.554 -1.509 -1.026
C -0.674 -2.862 -0.750
C 3.832 -5.960 -2.627
O 5.193 -5.898 -3.122
C 5.320 -5.673 -4.415
F 5.281 -4.358 -4.730
F 6.520 -6.137 -4.827
F 4.401 -6.291 -5.195
O 5.167 -4.547 -0.878
H 6.457 -1.508 -1.230
H 7.078 -2.990 -0.572
H 5.048 -2.970 -2.197
H 3.267 -1.828 -0.987
H 3.591 -2.825 0.392
H 4.266 -6.488 -0.259
H 3.405 -4.905 0.560
H 2.191 -7.362 -0.629
H 1.499 -6.045 0.298
H 1.233 -5.797 -2.729
H 0.435 -7.140 -1.965
H -0.468 -5.351 -0.279
H -1.280 -5.710 -1.792
H 0.544 -4.073 -3.642
H 0.785 -1.723 -4.133
H 0.102 -0.022 -2.447
H -0.851 -0.781 -0.283
H -1.078 -3.192 0.198
H 3.433 -6.973 -2.707
H 3.211 -5.314 -3.250
O -1.912 -0.329 2.031
P -2.881 -0.359 3.167
N -4.031 0.844 2.726
C -3.619 2.232 2.640
C -4.763 0.455 1.528
N -1.862 0.098 4.457
C -2.104 1.226 5.323
C -0.431 -0.120 4.262
N -3.975 -1.203 4.254
C -3.949 -2.662 4.064
C -5.336 -0.760 4.515
H -4.471 2.855 2.356
H -2.817 2.391 1.906
H -3.293 2.616 3.604
H -5.123 -0.575 1.617
H -4.140 0.512 0.626
H -5.638 1.095 1.397
H -1.745 2.166 4.884
H -1.584 1.086 6.275
H -3.164 1.332 5.567
H 0.040 0.678 3.675
H -0.245 -1.060 3.750
H 0.061 -0.175 5.235
H -4.451 -2.970 3.139
H -4.429 -3.167 4.903
H -2.915 -3.014 4.019
H -6.022 -0.913 3.672
H -5.365 0.287 4.798
H -5.711 -1.338 5.364
O 0.770 4.720 -0.647
P -0.283 5.765 -0.810
N -1.597 4.908 -1.508
C -1.460 4.338 -2.840
C -2.130 3.916 -0.581
N 0.507 6.830 -1.891
C -0.028 7.231 -3.171
C 1.962 6.756 -1.928
N -1.289 7.066 -0.183
C -0.968 7.411 1.210
C -2.728 7.128 -0.391
H -2.394 3.843 -3.114
H -0.647 3.605 -2.914
H -1.302 5.113 -3.586
H -2.286 4.363 0.407
H -1.454 3.062 -0.457
H -3.100 3.551 -0.927
H 0.185 6.492 -3.955
H 0.417 8.181 -3.482
H -1.106 7.398 -3.126
H 2.326 5.933 -2.556
H 2.370 6.617 -0.931
H 2.361 7.696 -2.319
H -1.316 6.649 1.918
H -1.418 8.367 1.482
H 0.114 7.512 1.329
H -3.292 6.384 0.186
H -2.983 7.016 -1.439
H -3.062 8.121 -0.078
```

Löwdin population analysis, charges in e, atoms 1 to 5:
1. O 0.053
2. C -0.759
3. Cl 0.571
4. C -0.120
5. C -0.420


(3)
ORCA calculation (ωB97M-V/def2-TZVPD) on a structure of composition C27H56F6FeNO27S2 in a non-equilibrium geometry.

Results
spin multiplicity = 5
lowest unoccupied orbital energy (spin up / spin down) = -8.59 / -9.45 eV
⟨S²⟩ = 6.03
Kohn-Sham gap (spin up / spin down) = 3.077 / 2.216 eV
total charge = +1

```
120
C27H56F6FeNO27S2 | OMol25 | ωB97M-V/def2-TZVPD
Fe 0.145 -6.017 -2.063
C -0.876 -1.855 1.619
F -1.868 -1.576 0.698
F -0.611 -0.880 2.472
F -1.106 -2.921 2.407
S 0.877 -2.045 0.705
O 1.473 -0.701 0.837
O 1.610 -3.054 1.455
N 0.493 -2.596 -0.955
S 0.284 -1.300 -1.775
O -0.433 -1.506 -3.030
O -0.268 -0.129 -1.040
C 2.239 -0.867 -2.324
F 2.608 -1.568 -3.328
F 2.168 0.426 -2.672
F 3.141 -1.020 -1.306
O 2.664 -6.790 -0.021
H 2.980 -6.414 0.801
H 3.423 -7.244 -0.385
O 2.424 -5.742 -4.258
H 2.612 -5.665 -5.193
H 3.285 -5.768 -3.841
O -2.080 -5.436 -4.476
H -2.231 -4.545 -4.790
H -2.145 -5.982 -5.259
C 6.582 2.554 2.253
C 7.421 2.024 3.443
C 6.863 2.461 4.784
O 7.221 1.307 5.514
C 7.200 0.241 4.741
O 7.224 -0.881 5.170
O 7.274 0.603 3.474
H 6.865 2.158 1.278
H 6.563 3.643 2.277
H 5.551 2.257 2.450
H 8.482 2.269 3.485
H 5.844 2.835 4.888
H 7.537 3.209 5.201
C -4.750 0.590 7.001
C -5.151 1.514 5.819
C -5.882 0.954 4.570
O -7.194 1.548 4.681
C -7.171 2.501 5.536
O -8.119 3.272 5.838
O -5.980 2.472 6.315
H -4.180 1.078 7.793
H -4.030 -0.079 6.530
H -5.579 0.084 7.495
H -4.311 2.110 5.462
H -6.144 -0.092 4.727
H -5.413 1.177 3.612
C -0.448 4.648 1.446
C -1.905 4.633 0.883
C -3.043 5.251 1.743
O -3.493 6.161 0.847
C -2.838 6.162 -0.341
O -3.067 6.907 -1.287
O -1.838 5.362 -0.349
H 0.297 4.504 0.663
H -0.206 3.752 2.019
H -0.451 5.581 2.010
H -2.283 3.653 0.592
H -2.624 5.739 2.623
H -3.733 4.444 1.987
C 4.552 2.376 -8.870
C 3.167 2.501 -9.570
C 3.131 2.020 -10.993
O 2.415 0.815 -11.030
C 1.803 0.607 -9.781
O 1.046 -0.334 -9.573
O 2.301 1.533 -8.992
H 4.996 1.386 -8.982
H 4.393 2.507 -7.800
H 5.132 3.227 -9.228
H 2.697 3.477 -9.443
H 4.179 1.810 -11.207
H 2.792 2.836 -11.632
C -1.934 6.325 -7.717
C -0.971 6.377 -6.496
C -0.611 4.997 -5.919
O 0.747 4.983 -5.904
C 1.267 6.121 -6.437
O 2.418 6.319 -6.794
O 0.289 6.843 -6.937
H -2.882 5.996 -7.290
H -1.738 5.637 -8.539
H -1.970 7.319 -8.160
H -1.416 6.955 -5.686
H -0.840 4.202 -6.629
H -1.031 4.953 -4.914
C -5.163 1.097 -2.406
O -6.175 1.401 -1.480
H -4.455 1.910 -2.243
H -4.761 0.121 -2.132
H -5.507 1.113 -3.440
H -6.706 2.047 -1.951
C -6.610 -5.377 0.937
O -6.130 -5.661 -0.405
H -5.889 -4.915 1.611
H -7.474 -4.712 0.944
H -6.789 -6.342 1.411
H -6.657 -5.191 -1.055
C 5.152 -6.487 5.504
O 4.668 -7.339 4.509
H 6.194 -6.782 5.632
H 5.121 -5.443 5.195
H 4.840 -6.639 6.538
H 4.716 -8.220 4.886
C -2.462 -7.642 6.989
O -1.072 -7.642 6.649
H -2.941 -6.702 6.714
H -3.151 -8.382 6.582
H -2.607 -7.746 8.064
H -0.758 -6.798 6.982
C 1.632 -3.112 7.867
O 1.117 -3.911 8.836
H 1.539 -3.438 6.831
H 1.160 -2.130 7.917
H 2.673 -2.975 8.160
H 0.665 -3.303 9.425
```

Löwdin population analysis, charges in e, atoms 1 to 5:
1. Fe 1.443
2. C -0.561
3. F 0.101
4. F 0.150
5. F 0.131


(4)
ORCA calculation (ωB97M-V/def2-TZVPD) on a structure of composition C27H57B2N2O9Pt2S4 in a non-equilibrium geometry.

Results
spin multiplicity = 5
energy above the lowest of the compared OMol25 structures with the same formula, charge and spin = 0.0 kcal per mole
lowest unoccupied orbital energy (spin up / spin down) = -3.78 / -5.33 eV
⟨S²⟩ = 6.01
Kohn-Sham gap (spin up / spin down) = 6.262 / 4.712 eV
total charge = +1

```
103
C27H57B2N2O9Pt2S4 | OMol25 | ωB97M-V/def2-TZVPD
Pt -13.992 8.808 -15.754
Pt -14.075 6.251 -13.534
B -11.826 8.335 -16.292
H -12.222 9.398 -16.049
H -10.767 8.441 -16.723
H -11.695 7.731 -15.313
H -12.473 7.774 -17.076
B -12.042 5.181 -13.425
H -12.230 6.322 -13.353
H -10.910 5.022 -13.499
H -12.521 4.716 -12.477
H -12.564 4.865 -14.416
C -14.315 5.205 -17.434
C -15.332 6.120 -16.782
C -16.678 5.392 -16.596
O -14.860 6.752 -15.622
H -13.579 6.001 -17.629
H -14.621 4.822 -18.405
H -13.808 4.516 -16.763
H -15.727 6.863 -17.485
H -17.064 4.862 -17.467
H -17.476 6.062 -16.274
H -16.519 4.655 -15.800
C -19.520 7.543 -12.879
C -19.221 6.829 -14.238
C -18.510 5.546 -13.781
S -17.412 5.958 -12.448
O -16.271 6.694 -13.020
O -17.159 4.849 -11.575
C -18.501 7.191 -11.789
H -20.507 7.222 -12.548
H -19.607 8.596 -13.138
H -18.496 7.333 -14.882
H -19.987 6.525 -14.948
H -17.847 4.939 -14.393
H -19.235 4.858 -13.333
H -18.015 8.051 -11.335
H -18.956 6.639 -10.963
C -21.718 6.540 -17.485
C -20.407 6.230 -18.174
C -20.297 7.172 -19.408
S -21.832 8.187 -19.452
O -22.371 8.369 -20.779
O -21.744 9.304 -18.548
C -22.746 6.847 -18.533
H -21.661 7.207 -16.621
H -22.190 5.708 -16.939
H -20.452 5.215 -18.565
H -19.594 6.410 -17.474
H -20.191 6.558 -20.300
H -19.423 7.823 -19.390
H -22.783 6.064 -19.295
H -23.758 7.049 -18.195
C -15.254 1.476 -15.392
C -16.143 0.876 -14.325
C -16.495 2.003 -13.356
S -14.852 2.816 -13.154
O -14.241 2.354 -11.961
O -14.995 4.265 -13.379
C -14.032 2.127 -14.714
H -15.785 2.257 -15.947
H -14.968 0.808 -16.205
H -15.659 0.067 -13.771
H -17.069 0.418 -14.677
H -17.007 1.817 -12.419
H -17.071 2.705 -13.966
H -13.312 1.372 -14.410
H -13.646 3.021 -15.190
C -13.857 10.017 -21.086
C -13.380 8.676 -20.525
C -14.621 7.879 -20.251
S -15.479 9.112 -19.079
O -14.789 9.064 -17.804
O -16.930 9.037 -19.121
C -14.873 10.583 -20.070
H -14.371 9.979 -22.046
H -13.044 10.734 -21.181
H -12.972 8.828 -19.520
H -12.637 8.300 -21.224
H -14.421 7.028 -19.602
H -15.176 7.743 -21.177
H -14.518 11.376 -19.409
H -15.790 11.046 -20.438
N -9.398 5.665 -19.945
C -10.749 5.648 -19.663
C -10.866 4.833 -18.551
C -9.630 4.238 -18.235
C -8.726 4.952 -19.029
H -8.966 6.228 -20.656
H -11.432 6.266 -20.215
H -11.852 4.485 -18.275
H -9.405 3.497 -17.490
H -7.658 4.804 -19.016
N -15.808 2.226 -19.116
C -16.851 1.585 -18.484
C -18.021 1.789 -19.136
C -17.735 2.599 -20.251
C -16.372 2.930 -20.164
H -14.834 2.314 -18.895
H -16.630 1.112 -17.544
H -19.035 1.584 -18.833
H -18.346 3.025 -21.029
H -15.738 3.363 -20.923
```

Löwdin population analysis, charges in e, atoms 1 to 5:
1. Pt 1.118
2. Pt 1.211
3. B -0.432
4. H -0.058
5. H 0.025